# 1
Computed, not measured: a molecular structure, C28H28BrI2N5O7RuS, with ωB97M-V/def2-TZVPD.

Geometry as XYZ:
```
73
Properties=species:S:1:pos:R:3:forces:R:3:mulliken_spin:R:1
Ru 0.877108 -0.168896 1.612414 0.09 -1.15 -1.18 2.95
I 0.840508 -0.677696 4.197914 -0.03 0.16 -0.38 0.14
S 5.423908 0.607104 1.389414 -0.16 -0.04 0.01 0.36
C 3.866908 0.382004 1.504114 1.05 0.22 -0.06 0.00
N 2.701508 0.239604 1.600514 -0.49 0.19 0.38 0.10
O -3.335792 -3.883896 -3.055586 0.28 -0.33 0.04 0.00
C -3.985292 -2.672996 -2.815886 -0.72 0.49 -0.24 0.00
N -3.323892 -2.065196 -1.686986 0.18 -0.33 -0.08 0.00
C -3.939392 -1.103896 -0.975386 0.33 -0.01 0.02 0.00
O -5.031292 -0.662496 -1.280786 -0.26 0.07 -0.06 0.00
C -3.206892 -0.557296 0.213314 0.05 0.35 0.33 0.00
C -3.949292 0.206404 1.113814 0.22 -0.14 -0.09 0.01
C -3.307892 0.760004 2.204314 0.11 -0.21 -0.09 -0.01
C -1.949692 0.541004 2.357014 -0.39 0.32 0.36 -0.01
N -1.232892 -0.169296 1.488714 -0.30 0.28 0.20 0.06
C -1.842692 -0.698096 0.432114 -0.43 -0.46 -0.54 0.00
H -3.562692 -4.196096 -3.936086 0.05 0.04 0.03 0.00
H -5.048392 -2.814896 -2.561386 0.25 0.05 -0.07 0.00
H -3.926492 -1.997196 -3.683386 0.00 -0.14 0.12 0.00
H -2.485392 -2.529596 -1.377186 0.05 0.08 0.09 0.00
H -5.004692 0.345504 0.928514 -0.04 0.01 -0.01 0.00
H -3.839292 1.347404 2.935714 -0.02 0.04 0.06 0.00
H -1.425092 0.969204 3.198514 0.06 -0.08 -0.08 0.00
H -1.208692 -1.248696 -0.252086 -0.04 0.12 0.13 -0.02
C 1.748908 3.319104 3.303414 -0.05 -0.38 0.00 0.01
N 1.134608 4.030804 2.204514 0.15 0.04 -0.03 0.00
C 1.252308 5.471304 2.204614 0.00 0.28 -0.22 0.00
C 1.096808 6.003604 0.789314 -0.20 -0.09 0.12 0.00
C -0.219392 5.492704 0.227214 0.19 0.24 0.06 0.00
N -0.274392 4.052004 0.341514 0.05 -0.04 0.05 0.01
C -1.184392 3.366004 -0.545886 -0.08 -0.24 0.01 0.00
C 0.310008 3.370304 1.360314 -0.04 0.08 -0.02 0.01
O 0.059508 2.165004 1.524014 0.15 -0.57 0.09 0.03
H 2.754108 3.703904 3.464314 0.05 0.04 -0.01 0.00
H 1.814008 2.259104 3.054214 0.03 0.25 0.16 0.00
H 1.175608 3.429004 4.228114 -0.01 -0.01 0.03 0.00
H 2.234508 5.730504 2.605314 -0.08 0.00 0.02 0.00
H 0.486808 5.913904 2.858614 0.12 0.03 0.01 0.00
H 1.915408 5.638704 0.169614 0.07 0.02 -0.02 0.00
H 1.111708 7.092304 0.791914 0.01 0.03 -0.02 0.00
H -0.310592 5.753004 -0.830886 -0.04 -0.01 0.09 0.00
H -1.065492 5.945604 0.765814 0.05 0.02 -0.13 0.00
H -0.939592 3.610104 -1.580386 -0.02 0.00 -0.01 0.00
H -2.222592 3.649504 -0.346586 -0.01 0.03 -0.03 0.00
H -1.081192 2.294004 -0.393486 -0.02 0.05 -0.08 0.00
I 1.811708 -9.331096 1.574714 -0.03 0.42 -0.05 0.00
C 1.587108 -7.229796 1.434014 0.07 -0.58 0.06 0.00
C 0.338908 -6.710796 1.136814 -0.07 -0.17 0.00 0.00
C 0.180908 -5.339696 1.074914 0.16 0.15 0.01 0.00
C 1.272608 -4.509696 1.293514 0.01 0.14 0.08 0.03
C 2.517908 -5.044696 1.597014 -0.16 0.04 -0.10 0.00
C 2.681408 -6.414396 1.667614 0.05 -0.15 0.05 0.00
C 1.121908 -3.018596 1.261614 0.32 -0.84 -0.10 -0.06
O 2.155508 -2.323496 1.241514 0.09 0.81 0.13 0.15
O -0.028892 -2.535496 1.280314 -0.55 0.80 0.03 0.14
H -0.500492 -7.369896 0.971614 -0.03 -0.02 -0.02 0.00
H -0.783792 -4.902796 0.865114 -0.06 0.03 -0.01 0.00
H 3.339508 -4.370796 1.784914 0.08 0.03 -0.02 0.00
H 3.641708 -6.840496 1.915214 0.05 -0.04 0.00 0.00
Br -1.463992 -0.695696 -5.346686 0.12 0.04 -0.01 0.00
C 0.194608 -0.176896 -4.566286 -0.12 -0.04 -0.03 0.00
C 1.344508 -0.147996 -5.336586 -0.07 0.01 -0.04 0.00
C 2.532408 0.250604 -4.743886 0.04 -0.03 0.05 0.00
C 2.574008 0.591904 -3.401386 -0.13 0.12 0.07 0.00
C 1.416008 0.526404 -2.636886 0.11 -0.11 0.07 -0.01
C 0.217508 0.144404 -3.223086 -0.01 0.03 -0.07 0.00
C 1.474608 0.765104 -1.145186 0.92 1.10 -0.83 0.04
O 2.158508 1.650504 -0.657386 0.00 0.06 -0.33 0.02
O 0.753908 -0.066096 -0.502686 -0.98 -1.03 2.00 0.05
H 1.320508 -0.430596 -6.378786 -0.06 0.01 -0.03 0.00
H 3.434408 0.275304 -5.337386 0.07 0.02 -0.03 0.00
H 3.494708 0.903204 -2.931486 0.08 0.00 0.04 0.00
H -0.688592 0.109104 -2.638386 -0.07 -0.09 0.08 0.00
```
Positions in Å, forces in eV/Å.

Its spin multiplicity is 5. The energy above the lowest of the compared OMol25 structures with the same formula, charge and spin is 36.6 kJ/mol. The HOMO energy (spin up / spin down) is -8.624 / -8.609 eV. As for the LUMO energy (spin up / spin down): -1.0 / -3.0 eV. The value obtained for the strongest force on any atom is 2.45 eV Å⁻¹. Its total charge is 0.

=====

# 2
Computed, not measured: a gas-phase ion, C5H11NO (charge +1), with ωB97M-V/def2-TZVPD.

Geometry as XYZ:
```
18
Properties=species:S:1:pos:R:3:forces:R:3:nbo_charge:R:1
C 1.569976 0.237290 0.584978 0.37 0.66 -1.48 -0.54
C 2.842561 -0.462871 0.148852 0.63 -1.34 0.98 -0.60
C 0.433935 -0.629853 0.140863 1.69 -1.79 0.44 0.64
N -0.811159 -0.012224 -0.401934 1.46 -0.47 1.61 -0.14
C -1.570738 1.276982 -0.462045 3.48 -1.14 1.58 -0.24
C -2.968949 1.174324 -0.052800 -3.92 -1.82 0.68 -0.67
O 0.613516 -1.874221 0.112494 -2.58 4.11 -0.55 -0.37
H 1.641765 1.241897 0.130773 -0.87 -0.26 0.31 0.24
H 1.550480 0.311386 1.639506 -0.16 0.31 1.29 0.27
H 2.918667 -1.449368 0.648590 0.39 0.85 0.29 0.24
H 3.736379 0.161918 0.288334 -0.40 -0.35 0.01 0.24
H 2.758794 -0.808880 -0.853835 0.10 0.34 -1.22 0.22
H -1.104999 -0.708869 -0.979545 -2.05 -2.68 -2.35 0.39
H -1.393365 1.504563 -1.500191 -0.17 0.65 -0.61 0.27
H -0.903174 1.797158 0.211697 -0.43 1.47 -0.14 0.24
H -3.559281 1.991699 -0.490116 0.28 -0.44 -0.55 0.27
H -3.452499 0.120253 -0.363750 0.96 2.50 0.50 0.25
H -3.263501 1.342353 1.023040 1.22 -0.59 -0.78 0.27
```
Positions in Å, forces in eV/Å.

Its spin multiplicity is 2. The energy above the lowest of the compared OMol25 structures with the same formula, charge and spin is 263.0 kJ/mol. The HOMO energy (spin up / spin down) is -15.974 / -15.845 eV. As for the LUMO energy (spin up / spin down): -4.0 / -8.8 eV. The value obtained for the strongest force on any atom is 4.88 eV Å⁻¹. Its total charge is +1.

=====

- Among the records above, which one has the lowest spin multiplicity?
  C5H11NO